Record 1
Formula: C18H31BrNO5S2
Source: the OMol25 dataset
Level of theory: ωB97M-V/def2-TZVPD

E_HOMO in eV: -9.94
Orbital gap in eV: 5.02
LUMO energy in eV: -4.9198
Net charge: +1

Atoms and positions in Å:
1 C -1.575 3.497 -4.991
2 C -1.827 4.100 -3.466
3 C -1.398 3.040 -2.288
4 C -2.404 1.713 -2.201
5 N -1.527 0.556 -1.769
6 C -0.674 -0.087 -2.883
7 C 0.370 -1.319 -2.591
8 C 0.496 -1.854 -1.045
9 C 1.530 -3.043 -0.593
10 O 1.208 -4.320 -0.833
11 O 2.832 -2.705 0.030
12 C 3.068 -1.251 0.043
13 C 4.563 -0.846 0.674
14 O 5.501 -1.734 1.013
15 Br 4.914 1.152 0.878
16 C -0.464 -1.151 0.084
17 C -1.498 0.099 -0.321
18 C -2.387 0.714 0.911
19 C -1.501 1.331 2.148
20 H -2.510 3.814 -5.653
21 H -0.609 3.917 -5.502
22 H -1.526 2.329 -4.963
23 H -2.940 4.442 -3.285
24 H -1.080 5.026 -3.373
25 H -1.292 3.517 -1.215
26 H -0.302 2.661 -2.572
27 H -2.815 1.460 -3.293
28 H -3.351 1.892 -1.538
29 H -0.750 0.329 -3.976
30 H 0.979 -1.756 -3.498
31 H 2.290 -0.660 0.727
32 H 3.073 -0.776 -1.052
33 H -0.389 -1.546 1.198
34 H -3.007 -0.195 1.374
35 H -3.177 1.521 0.603
36 H -2.161 1.193 3.129
37 H -0.499 0.757 2.353
38 H -1.381 2.479 1.953
39 C -5.143 4.288 3.462
40 S -4.878 2.500 3.383
41 O -4.080 2.217 2.145
42 C -6.600 2.074 3.029
43 H -4.181 4.775 3.640
44 H -5.561 4.646 2.518
45 H -5.823 4.520 4.285
46 H -6.927 2.570 2.112
47 H -7.231 2.380 3.867
48 H -6.671 0.991 2.900
49 C 6.872 -5.065 0.394
50 S 6.947 -5.189 2.197
51 O 8.366 -4.928 2.607
52 C 6.681 -6.977 2.269
53 H 7.052 -4.026 0.109
54 H 7.637 -5.702 -0.057
55 H 5.880 -5.368 0.048
56 H 7.458 -7.494 1.702
57 H 5.696 -7.216 1.861
58 H 6.725 -7.293 3.314

Record 2
Formula: C18H31ClF3N3O5S
Source: the OMol25 dataset
Level of theory: ωB97M-V/def2-TZVPD

E_HOMO in eV: -9.59
SMILES string: CC[C@H](Cl)[C@](C#N)(CCN(CC)C(C)=O)[C@@H](C#N)S(=O)(=O)C(F)(F)F.CCO.CCO
Orbital gap in eV: 10.19
LUMO energy in eV: 0.5992

Atoms and positions in Å:
1 C -0.980 1.694 -0.425
2 C 0.538 1.528 -0.644
3 C 1.335 1.216 0.629
4 Cl 2.507 2.566 0.928
5 C 2.166 -0.099 0.558
6 C 3.059 0.045 -0.612
7 N 3.701 0.098 -1.552
8 C 1.328 -1.368 0.291
9 C 0.412 -1.839 1.420
10 N -0.875 -1.088 1.490
11 C -1.248 -0.852 2.906
12 C -2.568 -0.096 3.031
13 C -1.896 -1.915 0.883
14 C -2.146 -1.678 -0.572
15 O -2.507 -2.742 1.508
16 C 3.084 -0.189 1.826
17 C 2.396 0.133 3.068
18 N 1.883 0.365 4.064
19 S 3.998 -1.747 1.992
20 O 4.927 -1.815 0.915
21 O 3.136 -2.846 2.282
22 C 4.986 -1.428 3.549
23 F 4.293 -1.846 4.612
24 F 6.135 -2.101 3.451
25 F 5.239 -0.112 3.655
26 H -1.284 1.324 0.548
27 H -1.530 1.150 -1.184
28 H -1.245 2.743 -0.499
29 H 0.894 2.483 -1.010
30 H 0.754 0.825 -1.443
31 H 0.680 1.198 1.492
32 H 2.022 -2.175 0.069
33 H 0.731 -1.235 -0.605
34 H 0.901 -1.818 2.385
35 H 0.202 -2.895 1.241
36 H -1.265 -1.788 3.465
37 H -0.449 -0.256 3.335
38 H -3.111 -0.058 2.091
39 H -3.213 -0.542 3.780
40 H -2.379 0.936 3.319
41 H -1.233 -1.888 -1.128
42 H -2.921 -2.357 -0.910
43 H -2.456 -0.653 -0.747
44 H 3.859 0.567 1.704
45 C 3.324 3.673 -4.247
46 C 2.157 2.733 -4.015
47 O 1.101 3.359 -3.286
48 H 3.710 4.038 -3.296
49 H 4.130 3.171 -4.782
50 H 3.011 4.540 -4.835
51 H 2.473 1.880 -3.416
52 H 1.773 2.354 -4.968
53 H 0.792 4.115 -3.794
54 C -6.256 -1.693 -2.657
55 C -5.929 -0.912 -1.397
56 O -5.229 0.297 -1.686
57 H -5.343 -1.921 -3.208
58 H -6.764 -2.628 -2.418
59 H -6.904 -1.110 -3.315
60 H -5.272 -1.492 -0.750
61 H -6.841 -0.688 -0.835
62 H -5.792 0.839 -2.247

Record 3
Formula: C18H31CoN4O2S3
Source: the OMol25 dataset
Level of theory: ωB97M-V/def2-TZVPD

E_HOMO (alpha / beta) in eV: -11.36 / -11.36
Orbital gap (alpha / beta) in eV: 9.16 / 8.22
LUMO energy (alpha / beta) in eV: -2.2007 / -3.1398
Spin multiplicity: 4
Net charge: +1
Energy above the lowest of the compared OMol25 structures with the same formula, charge and spin in eV: 0.6631

Atoms and positions in Å:
1 Co 0.820 0.725 0.686
2 C 2.362 0.066 -3.946
3 C 2.848 -1.169 -3.206
4 N 1.755 -1.816 -2.458
5 C 0.957 -2.798 -3.222
6 C 1.405 -4.226 -2.946
7 C 1.458 -1.529 -1.206
8 S 2.492 -0.433 -0.310
9 N 0.434 -2.218 -0.660
10 C -0.448 -1.774 0.178
11 O -0.644 -0.540 0.527
12 C -1.396 -2.751 0.780
13 C -0.975 -4.038 1.092
14 C -1.862 -4.930 1.678
15 C -3.175 -4.547 1.925
16 C -3.601 -3.266 1.597
17 C -2.708 -2.365 1.035
18 H 3.172 0.475 -4.553
19 H 2.039 0.832 -3.240
20 H 1.531 -0.176 -4.612
21 H 3.646 -0.915 -2.521
22 H 3.234 -1.916 -3.898
23 H 1.092 -2.550 -4.274
24 H -0.092 -2.669 -2.979
25 H 2.477 -4.339 -3.122
26 H 0.877 -4.915 -3.609
27 H 1.187 -4.501 -1.915
28 H 0.046 -4.330 0.881
29 H -1.530 -5.927 1.938
30 H -3.869 -5.250 2.368
31 H -4.630 -2.974 1.771
32 H -3.033 -1.368 0.758
33 C -3.209 0.944 3.218
34 N -1.801 0.882 2.839
35 C -0.821 1.558 3.405
36 N -1.108 2.419 4.387
37 S 0.848 1.377 2.965
38 H -3.657 -0.025 3.016
39 H -3.743 1.707 2.653
40 H -3.329 1.140 4.283
41 H -1.558 0.283 2.049
42 H -2.031 2.502 4.775
43 H -0.345 2.846 4.882
44 C -1.571 3.518 -0.311
45 C -0.209 4.029 0.144
46 S 1.032 2.823 -0.288
47 O 1.125 2.745 -1.765
48 C 2.520 3.578 0.382
49 C 2.968 4.755 -0.476
50 H -2.335 4.269 -0.115
51 H -1.848 2.602 0.218
52 H -1.566 3.308 -1.380
53 H -0.148 4.172 1.226
54 H 0.087 4.943 -0.374
55 H 3.258 2.772 0.379
56 H 2.296 3.838 1.419
57 H 2.949 4.489 -1.533
58 H 3.990 5.022 -0.209
59 H 2.340 5.633 -0.326

Record 4
Formula: C18H31FO9S3
Source: the OMol25 dataset
Level of theory: ωB97M-V/def2-TZVPD

E_HOMO in eV: -10.02
SMILES string: O=C(F)C[C@@H]1COC(=O)C1.O=S1(=O)CCCC1.O=S1(=O)CCCC1.O=S1(=O)CCCC1
Orbital gap in eV: 10.45
LUMO energy in eV: 0.4335
Energy above the lowest of the compared OMol25 structures with the same formula, charge and spin in eV: 0.0000

Atoms and positions in Å:
1 O -1.633 -4.103 2.289
2 C -1.085 -3.196 1.757
3 F 0.265 -3.142 1.737
4 C -1.729 -2.014 1.092
5 C -0.893 -1.371 -0.016
6 C -0.233 -0.013 0.296
7 O -0.196 0.698 -0.983
8 C -0.634 -0.167 -1.940
9 O -0.170 -0.250 -3.044
10 C -1.718 -0.980 -1.260
11 H -2.656 -2.394 0.662
12 H -1.948 -1.292 1.881
13 H -0.133 -2.032 -0.436
14 H -0.779 0.608 0.999
15 H 0.795 -0.186 0.607
16 H -2.067 -1.836 -1.830
17 H -2.515 -0.273 -1.024
18 O -3.162 -1.982 -6.963
19 S -2.252 -0.866 -7.037
20 O -2.697 0.467 -6.723
21 C -0.778 -1.259 -6.104
22 C 0.130 -1.954 -7.113
23 C 0.022 -1.138 -8.409
24 C -1.468 -0.875 -8.659
25 H -1.049 -1.878 -5.253
26 H -0.348 -0.322 -5.755
27 H 1.156 -2.005 -6.751
28 H -0.218 -2.974 -7.288
29 H 0.549 -0.190 -8.287
30 H 0.473 -1.658 -9.253
31 H -1.653 0.084 -9.136
32 H -1.931 -1.672 -9.238
33 O 2.919 1.647 2.471
34 S 3.159 0.226 2.428
35 O 2.605 -0.577 1.364
36 C 4.917 -0.073 2.566
37 C 5.159 -0.179 4.068
38 C 4.006 -1.029 4.621
39 C 2.705 -0.488 4.014
40 H 5.454 0.741 2.085
41 H 5.128 -1.014 2.059
42 H 6.129 -0.624 4.283
43 H 5.138 0.815 4.519
44 H 4.145 -2.070 4.325
45 H 3.967 -1.001 5.709
46 H 1.964 -1.265 3.843
47 H 2.273 0.308 4.616
48 O -1.196 1.344 5.559
49 S -1.534 1.600 4.183
50 O -1.459 0.543 3.201
51 C -3.144 2.377 4.113
52 C -2.839 3.869 4.208
53 C -1.629 4.110 3.294
54 C -0.595 3.019 3.603
55 H -3.758 1.995 4.925
56 H -3.590 2.121 3.152
57 H -3.698 4.468 3.910
58 H -2.587 4.131 5.238
59 H -1.939 4.039 2.250
60 H -1.203 5.101 3.441
61 H -0.020 2.723 2.729
62 H 0.079 3.310 4.406

Record 5
Formula: C18H31N2OPSeTl
Source: the OMol25 dataset
Level of theory: ωB97M-V/def2-TZVPD

E_HOMO in eV: -10.53
Orbital gap in eV: 7.55
LUMO energy in eV: -2.9772
Net charge: +1

Atoms and positions in Å:
1 Tl 10.361 9.349 10.239
2 C 7.174 9.853 17.144
3 C 6.071 9.049 16.424
4 C 5.473 9.777 15.186
5 C 6.194 9.576 13.854
6 N 7.266 10.556 13.665
7 C 8.627 10.356 13.599
8 Se 9.365 8.767 13.023
9 N 9.260 11.560 13.688
10 C 10.731 11.745 13.624
11 C 11.323 12.231 14.979
12 C 10.926 11.410 16.278
13 C 11.490 9.996 16.372
14 C 8.284 12.591 13.832
15 C 8.406 13.968 13.848
16 C 7.264 14.696 13.553
17 C 6.063 14.077 13.324
18 C 5.908 12.692 13.513
19 C 7.033 11.949 13.751
20 H 7.873 9.271 17.721
21 H 6.712 10.613 17.790
22 H 7.738 10.406 16.378
23 H 5.254 8.876 17.109
24 H 6.398 8.064 16.070
25 H 5.382 10.865 15.344
26 H 4.488 9.338 15.046
27 H 5.506 9.735 12.995
28 H 6.651 8.591 13.819
29 H 10.992 12.463 12.823
30 H 11.156 10.762 13.344
31 H 11.087 13.329 15.052
32 H 12.402 12.224 14.847
33 H 9.828 11.342 16.319
34 H 11.288 12.072 17.085
35 H 11.224 9.438 15.497
36 H 11.131 9.352 17.175
37 H 12.575 10.013 16.398
38 H 9.365 14.478 13.973
39 H 7.344 15.758 13.415
40 H 5.186 14.644 12.994
41 H 4.928 12.238 13.405
42 C 7.112 7.897 6.605
43 P 8.443 7.406 7.682
44 C 9.963 7.497 6.671
45 C 8.183 5.725 8.224
46 O 8.511 8.446 8.836
47 H 6.764 7.174 5.901
48 H 7.503 8.758 6.084
49 H 6.281 8.255 7.211
50 H 10.082 6.644 6.050
51 H 10.839 7.658 7.282
52 H 9.868 8.397 6.040
53 H 7.558 5.229 7.497
54 H 7.681 5.736 9.173
55 H 9.138 5.167 8.319

Record 6
Formula: C18H32Br2NO7S3
Source: the OMol25 dataset
Level of theory: ωB97M-V/def2-TZVPD

E_HOMO in eV: -12.06
Orbital gap in eV: 9.34
LUMO energy in eV: -2.7253
Net charge: +1

Atoms and positions in Å:
1 C -1.305 2.487 -4.014
2 C -0.109 2.450 -3.948
3 C 1.320 2.514 -3.530
4 O 2.082 1.507 -4.115
5 C 1.433 2.428 -1.997
6 C 0.553 1.441 -1.225
7 Br 0.373 -0.222 -2.207
8 C 0.992 1.220 0.256
9 C 1.608 2.423 0.951
10 Br 2.247 -0.254 0.499
11 N 1.072 3.846 -1.580
12 C 1.160 4.803 -2.734
13 C 1.713 3.969 -3.888
14 S 3.488 4.215 -4.019
15 C 3.648 5.846 -4.708
16 O 3.971 4.233 -2.656
17 O 4.016 3.250 -4.940
18 H -2.364 2.563 -4.085
19 H 2.571 1.844 -4.879
20 H 2.487 2.263 -1.783
21 H -0.470 1.814 -1.212
22 H 0.098 0.920 0.786
23 H 2.443 2.869 0.414
24 H 0.848 3.163 1.213
25 H 2.017 2.093 1.900
26 H 0.176 3.905 -1.097
27 H 1.770 4.155 -0.904
28 H 1.857 5.583 -2.451
29 H 0.205 5.228 -3.012
30 H 1.279 4.250 -4.842
31 H 2.680 6.340 -4.756
32 H 4.312 6.419 -4.072
33 H 4.033 5.750 -5.717
34 C -0.539 -2.283 4.571
35 C -1.984 -1.807 4.781
36 C -1.998 -0.290 4.557
37 S -0.661 0.048 3.406
38 O 0.337 0.871 4.048
39 O -1.217 0.489 2.138
40 C -0.065 -1.627 3.278
41 H -0.478 -3.368 4.503
42 H 0.087 -1.963 5.407
43 H -2.638 -2.294 4.058
44 H -2.351 -2.054 5.776
45 H -2.927 0.065 4.119
46 H -1.780 0.266 5.467
47 H 1.016 -1.606 3.158
48 H -0.542 -2.090 2.414
49 C -2.314 -6.306 -0.102
50 C -1.958 -7.066 1.184
51 C -1.740 -6.021 2.286
52 S -2.769 -4.613 1.843
53 O -1.914 -3.480 1.563
54 O -3.849 -4.470 2.784
55 C -3.370 -5.279 0.296
56 H -2.686 -6.973 -0.878
57 H -1.430 -5.798 -0.492
58 H -2.782 -7.726 1.459
59 H -1.072 -7.684 1.055
60 H -2.045 -6.369 3.269
61 H -0.710 -5.671 2.319
62 H -3.492 -4.465 -0.414
63 H -4.332 -5.748 0.501

Record 7
Formula: C18H32BrFINOP
Source: the OMol25 dataset
Level of theory: ωB97M-V/def2-TZVPD

E_HOMO in eV: -11.15
Orbital gap in eV: 8.79
LUMO energy in eV: -2.3639
Net charge: +1

Atoms and positions in Å:
1 F -5.116 -4.523 -0.936
2 P -3.779 -4.608 0.161
3 Br -4.566 -2.618 1.028
4 I -3.208 -6.764 -0.986
5 C -3.884 -5.475 1.837
6 O -2.574 -5.954 2.331
7 C -1.557 -4.961 2.056
8 C -1.555 -3.551 2.707
9 C -0.445 -2.533 2.327
10 C 0.636 -2.974 1.306
11 C 0.707 -4.380 0.656
12 C -0.437 -5.386 1.050
13 H -2.571 -3.981 -0.320
14 H -4.278 -4.769 2.638
15 H -4.571 -6.401 1.793
16 H -2.394 -3.326 3.449
17 H -0.491 -1.492 2.801
18 H 1.453 -2.223 1.000
19 H 1.507 -4.716 -0.078
20 H -0.484 -6.437 0.616
21 C 0.180 5.589 -0.708
22 C 1.615 5.167 -0.993
23 C 1.764 3.901 -1.843
24 C 0.857 2.702 -1.565
25 N 1.124 1.805 -0.354
26 C 2.232 0.784 -0.607
27 C 3.525 1.497 -0.261
28 C 3.157 2.509 0.816
29 C 1.635 2.534 0.890
30 C -0.187 1.089 0.036
31 C -0.712 0.055 -0.961
32 C -1.420 0.601 -2.197
33 H -0.371 4.824 -0.154
34 H 0.174 6.496 -0.100
35 H -0.359 5.799 -1.636
36 H 2.157 5.070 -0.049
37 H 2.115 5.986 -1.520
38 H 2.815 3.608 -1.881
39 H 1.531 4.205 -2.872
40 H 0.931 2.043 -2.432
41 H -0.180 3.036 -1.500
42 H 2.071 -0.052 0.078
43 H 2.189 0.433 -1.638
44 H 3.937 1.997 -1.138
45 H 4.289 0.797 0.082
46 H 3.575 3.490 0.581
47 H 3.574 2.221 1.784
48 H 1.174 3.514 0.969
49 H 1.327 1.956 1.766
50 H -0.927 1.867 0.242
51 H 0.017 0.567 0.974
52 H -1.448 -0.540 -0.420
53 H 0.068 -0.649 -1.262
54 H -2.060 1.452 -1.955
55 H -2.049 -0.177 -2.636
56 H -0.714 0.897 -2.975

Record 8
Formula: C18H32CaNO3
Source: the OMol25 dataset
Level of theory: ωB97M-V/def2-TZVPD

E_HOMO in eV: -8.90
Orbital gap in eV: 5.70
LUMO energy in eV: -3.2052
Net charge: +1
Energy above the lowest of the compared OMol25 structures with the same formula, charge and spin in eV: 0.0000

Atoms and positions in Å:
1 Ca 1.181 -0.738 0.810
2 C 1.963 -1.453 4.127
3 O 1.877 -0.600 3.015
4 C 2.816 0.486 3.130
5 C 2.210 1.745 2.554
6 O 1.807 1.470 1.169
7 C 2.544 1.987 0.074
8 C 3.603 0.969 -0.425
9 O 3.039 -0.351 -0.467
10 C 3.841 -1.354 -1.136
11 H 1.388 -1.058 4.964
12 H 1.475 -2.438 3.939
13 H 3.010 -1.707 4.272
14 H 3.038 0.560 4.198
15 H 3.840 0.165 2.691
16 H 1.305 2.103 3.081
17 H 3.040 2.471 2.540
18 H 1.827 2.046 -0.766
19 H 2.979 2.983 0.326
20 H 3.767 1.363 -1.485
21 H 4.539 1.010 0.169
22 H 4.533 -1.814 -0.390
23 H 3.202 -2.098 -1.612
24 H 4.432 -0.788 -1.877
25 C -4.306 1.887 -2.548
26 C -2.922 1.308 -2.384
27 C -2.156 1.128 -3.523
28 C -0.894 0.585 -3.313
29 C -0.118 0.339 -4.556
30 C -0.355 0.209 -2.076
31 C -1.242 0.158 -0.970
32 C -2.490 0.956 -1.116
33 N -1.030 -0.570 0.166
34 C -2.136 -1.267 0.932
35 C -1.540 -2.575 1.537
36 C -2.594 -0.399 2.138
37 C -3.379 -1.605 0.070
38 H -4.475 2.737 -1.821
39 H -5.092 1.125 -2.292
40 H -4.448 2.238 -3.549
41 H -2.416 1.568 -4.488
42 H -0.187 -0.670 -4.946
43 H 0.948 0.426 -4.481
44 H -0.479 1.040 -5.315
45 H 0.650 -0.277 -1.947
46 H -3.089 1.101 -0.244
47 H -0.915 -2.377 2.423
48 H -0.882 -3.070 0.779
49 H -2.292 -3.285 1.909
50 H -1.835 0.222 2.584
51 H -3.054 -0.981 2.967
52 H -3.422 0.277 1.818
53 H -3.074 -2.042 -0.866
54 H -4.015 -0.750 -0.254
55 H -4.020 -2.392 0.465